The following is a quantum chemistry calculation of a 13-piece molecular cluster, C87H207N13O23 overall at a distorted geometry, from the OMol25 dataset.

Output
LUMO = 0.6 eV
gap between HOMO and LUMO = 0.322 Eh
energy above the lowest of the compared OMol25 structures with the same formula, charge and spin = 0.0 kJ/mol

Each atom is followed by the atoms it is bonded to, with distances in Å.
Geometry (Å):
1 C -27.755 -17.083 19.134  O2 1.383, H10 1.106, H11 1.067, H12 1.124
2 O -26.772 -16.318 19.733  C1 1.383, C3 1.476
3 C -26.633 -16.445 21.197  O2 1.476, C4 1.482, H13 1.127, H14 1.081
4 C -27.167 -15.249 21.889  C3 1.482, N5 1.432, H15 1.102, H16 1.106
5 N -26.351 -14.074 21.827  C4 1.432, C6 1.455, H17 1.017
6 C -26.929 -12.808 22.254  N5 1.455, C7 1.521, H18 1.105, H19 1.106
7 C -27.063 -12.682 23.764  C6 1.521, O8 1.394, H20 1.103, H21 1.128
8 O -27.990 -13.630 24.195  C7 1.394, C9 1.404
9 C -29.084 -13.112 24.906  O8 1.404, H22 1.095, H23 1.109, H24 1.079
10 H -27.950 -16.673 18.126  C1 1.106
11 H -28.706 -17.000 19.610  C1 1.067
12 H -27.498 -18.177 19.093  C1 1.124
13 H -25.566 -16.657 21.494  C3 1.127
14 H -27.244 -17.308 21.421  C3 1.081
15 H -27.188 -15.418 22.978  C4 1.102
16 H -28.156 -15.031 21.446  C4 1.106
17 H -26.005 -13.961 20.878  N5 1.017
18 H -27.936 -12.704 21.810  C6 1.105
19 H -26.232 -12.023 21.905  C6 1.106
20 H -27.313 -11.646 24.046  C7 1.103
21 H -26.010 -12.838 24.139  C7 1.128
22 H -29.690 -13.918 25.333  C9 1.095
23 H -29.715 -12.490 24.239  C9 1.109
24 H -28.727 -12.520 25.735  C9 1.079
25 C -31.586 -13.601 29.073  O26 1.415, H34 1.118, H35 1.056, H36 1.087
26 O -32.117 -14.247 27.931  C25 1.415, C27 1.424
27 C -32.146 -13.350 26.826  O26 1.424, C28 1.463, H37 1.110, H38 1.104
28 C -32.671 -14.104 25.686  C27 1.463, N29 1.475, H39 1.060, H40 1.053
29 N -32.730 -13.476 24.352  C28 1.475, C30 1.463, H41 1.024
30 C -33.597 -12.305 24.221  N29 1.463, C31 1.538, H42 1.085, H43 1.121
31 C -33.495 -11.786 22.777  C30 1.538, O32 1.389, H44 1.140, H45 1.130
32 O -32.184 -11.420 22.496  C31 1.389, C33 1.421
33 C -32.069 -10.950 21.160  O32 1.421, H46 1.101, H47 1.102, H48 1.059
34 H -30.471 -13.664 29.133  C25 1.118
35 H -31.824 -14.258 29.864  C25 1.056
36 H -31.869 -12.553 29.116  C25 1.087
37 H -31.169 -12.912 26.537  C27 1.110
38 H -32.811 -12.507 27.080  C27 1.104
39 H -33.608 -14.565 25.863  C28 1.060
40 H -32.092 -14.955 25.463  C28 1.053
41 H -31.803 -13.063 24.220  N29 1.024
42 H -33.299 -11.537 24.928  C30 1.085
43 H -34.690 -12.461 24.417  C30 1.121
44 H -34.250 -10.938 22.669  C31 1.140
45 H -33.808 -12.613 22.073  C31 1.130
46 H -32.629 -10.007 21.064  C33 1.101
47 H -32.492 -11.641 20.413  C33 1.102
48 H -31.040 -10.836 20.938  C33 1.059
49 C -26.800 -1.042 16.647  O50 1.422, H58 1.067, H59 1.120, H60 1.079
50 O -27.456 -1.464 17.836  C49 1.422, C51 1.366
51 C -27.363 -2.772 18.220  O50 1.366, C52 1.592, H61 1.121, H62 1.084
52 C -27.967 -2.758 19.693  C51 1.592, N53 1.427, H63 1.087, H64 1.105
53 N -27.346 -1.825 20.576  C52 1.427, C54 1.536, H65 1.001
54 C -25.887 -2.066 20.995  N53 1.536, C55 1.509, H66 1.111, H67 1.116
55 C -25.302 -0.880 21.720  C54 1.509, O56 1.409, H68 1.065, H69 1.092
56 O -24.490 -0.085 20.887  C55 1.409, C57 1.432
57 C -25.181 0.760 19.960  O56 1.432, H70 1.095, H71 1.110, H72 1.105
58 H -27.225 -1.457 15.761  C49 1.067
59 H -25.743 -1.409 16.688  C49 1.120
60 H -26.781 0.030 16.529  C49 1.079
61 H -26.283 -3.071 18.195  C51 1.121
62 H -27.890 -3.482 17.593  C51 1.084
63 H -27.726 -3.745 20.077  C52 1.087
64 H -29.063 -2.629 19.633  C52 1.105
65 H -27.292 -0.977 20.048  N53 1.001
66 H -25.128 -2.232 20.201  C54 1.111
67 H -25.891 -2.942 21.686  C54 1.116
68 H -24.746 -1.201 22.570  C55 1.065
69 H -26.157 -0.260 21.996  C55 1.092
70 H -25.830 1.504 20.432  C57 1.095
71 H -25.821 0.190 19.254  C57 1.110
72 H -24.421 1.311 19.376  C57 1.105
73 C -26.672 -3.576 11.479  O74 1.385, H82 1.094, H83 1.111, H84 1.080
74 O -26.407 -3.642 12.836  C73 1.385, C75 1.434
75 C -24.999 -3.629 13.112  O74 1.434, C76 1.567, H85 1.109, H86 1.096
76 C -24.602 -3.754 14.622  C75 1.567, N77 1.447, H87 1.103, H88 1.096
77 N -24.803 -5.079 15.167  C76 1.447, C78 1.478, H89 0.988
78 C -26.207 -5.415 15.484  N77 1.478, C79 1.495, H90 1.097, H91 1.087
79 C -26.241 -6.527 16.483  C78 1.495, O80 1.409, H92 1.075, H93 1.074
80 O -25.771 -7.695 15.849  C79 1.409, C81 1.434
81 C -25.909 -8.842 16.697  O80 1.434, H94 1.090, H95 1.107, H96 1.085
82 H -27.730 -3.304 11.406  C73 1.094
83 H -26.560 -4.565 10.985  C73 1.111
84 H -26.013 -2.915 10.935  C73 1.080
85 H -24.596 -2.690 12.679  C75 1.109
86 H -24.516 -4.479 12.616  C75 1.096
87 H -25.035 -3.003 15.306  C76 1.103
88 H -23.510 -3.682 14.682  C76 1.096
89 H -24.321 -5.785 14.672  N77 0.988
90 H -26.806 -5.749 14.628  C78 1.097
91 H -26.659 -4.490 15.831  C78 1.087
92 H -27.261 -6.752 16.737  C79 1.075
93 H -25.679 -6.251 17.355  C79 1.074
94 H -25.377 -8.656 17.630  C81 1.090
95 H -25.425 -9.743 16.275  C81 1.107
96 H -26.924 -9.146 16.931  C81 1.085
97 C -18.305 -11.194 14.603  O98 1.407, H106 1.112, H107 1.085, H108 1.088
98 O -18.057 -9.820 14.779  C97 1.407, C99 1.361
99 C -18.276 -9.446 16.069  O98 1.361, C100 1.506, H109 1.088, H110 1.115
100 C -17.525 -8.166 16.323  C99 1.506, N101 1.417, H111 1.133, H112 1.101
101 N -17.776 -7.699 17.637  C100 1.417, C102 1.483, H113 1.023
102 C -17.150 -6.411 18.018  N101 1.483, C103 1.525, H114 1.104, H115 1.109
103 C -17.705 -5.988 19.374  C102 1.525, O104 1.407, H116 1.111, H117 1.103
104 O -19.090 -5.790 19.223  C103 1.407, C105 1.440
105 C -19.658 -5.498 20.514  O104 1.440, H118 1.095, H119 1.137, H120 1.114
106 H -17.494 -11.839 15.006  C97 1.112
107 H -18.281 -11.439 13.546  C97 1.085
108 H -19.268 -11.509 14.999  C97 1.088
109 H -18.005 -10.189 16.817  C99 1.088
110 H -19.353 -9.175 16.155  C99 1.115
111 H -17.921 -7.508 15.491  C100 1.133
112 H -16.449 -8.263 16.108  C100 1.101
113 H -18.785 -7.542 17.701  N101 1.023
114 H -17.238 -5.573 17.304  C102 1.104
115 H -16.068 -6.607 18.164  C102 1.109
116 H -17.269 -5.028 19.725  C103 1.111
117 H -17.475 -6.739 20.149  C103 1.103
118 H -20.693 -5.141 20.519  C105 1.095
119 H -19.035 -4.724 21.068  C105 1.137
120 H -19.658 -6.442 21.104  C105 1.114
121 C -21.915 -1.884 18.087  O122 1.433, H130 1.086, H131 1.108, H132 1.083
122 O -22.352 -2.404 16.825  C121 1.433, C123 1.437
123 C -21.233 -2.670 15.964  O122 1.437, C124 1.517, H133 1.109, H134 1.109
124 C -20.638 -4.053 16.152  C123 1.517, N125 1.456, H135 1.089, H136 1.094
125 N -21.678 -5.019 15.825  C124 1.456, C126 1.450, H137 1.002
126 C -21.356 -6.331 16.352  N125 1.450, C127 1.491, H138 1.097, H139 1.069
127 C -22.402 -7.324 15.976  C126 1.491, O128 1.490, H140 1.111, H141 1.075
128 O -21.931 -8.737 16.009  C127 1.490, C129 1.491
129 C -21.786 -9.399 14.681  O128 1.491, H142 1.111, H143 1.098, H144 1.102
130 H -21.198 -1.072 18.016  C121 1.086
131 H -21.475 -2.741 18.633  C121 1.108
132 H -22.787 -1.515 18.613  C121 1.083
133 H -20.478 -1.875 16.128  C123 1.109
134 H -21.676 -2.596 14.950  C123 1.109
135 H -20.412 -4.138 17.214  C124 1.089
136 H -19.738 -4.262 15.567  C124 1.094
137 H -22.513 -4.650 16.237  N125 1.002
138 H -21.247 -6.260 17.442  C126 1.097
139 H -20.433 -6.599 15.882  C126 1.069
140 H -22.777 -6.974 14.990  C127 1.111
141 H -23.258 -7.246 16.621  C127 1.075
142 H -21.473 -10.452 14.847  C129 1.111
143 H -21.006 -8.899 14.092  C129 1.098
144 H -22.697 -9.505 14.068  C129 1.102
145 C -25.498 -14.869 11.283  O146 1.408, H154 1.076, H155 1.096, H156 1.110
146 O -25.250 -13.699 12.024  C145 1.408, C147 1.438
147 C -26.466 -12.957 12.226  O146 1.438, C148 1.483, H157 1.095, H158 1.096
148 C -26.397 -12.079 13.420  C147 1.483, N149 1.481, H159 1.118, H160 1.116
149 N -26.535 -12.954 14.607  C148 1.481, C150 1.461, H161 1.040
150 C -26.853 -12.279 15.863  N149 1.461, C151 1.494, H162 1.085, H163 1.111
151 C -27.440 -13.209 16.875  C150 1.494, O152 1.402, H164 1.076, H165 1.114
152 O -27.874 -12.368 17.910  C151 1.402, C153 1.422
153 C -28.458 -13.047 19.015  O152 1.422, H166 1.115, H167 1.107, H168 1.079
154 H -25.713 -14.642 10.253  C145 1.076
155 H -26.294 -15.417 11.802  C145 1.096
156 H -24.544 -15.435 11.227  C145 1.110
157 H -27.353 -13.590 12.331  C147 1.095
158 H -26.605 -12.229 11.419  C147 1.096
159 H -27.291 -11.409 13.455  C148 1.118
160 H -25.464 -11.467 13.446  C148 1.116
161 H -25.627 -13.439 14.758  N149 1.040
162 H -27.647 -11.565 15.670  C150 1.085
163 H -26.040 -11.732 16.387  C150 1.111
164 H -26.698 -13.896 17.242  C151 1.076
165 H -28.262 -13.845 16.473  C151 1.114
166 H -29.127 -12.360 19.585  C153 1.115
167 H -27.761 -13.465 19.766  C153 1.107
168 H -29.014 -13.865 18.583  C153 1.079
169 C -29.808 -9.714 28.141  O170 1.397, H178 1.083, H179 1.106, H180 1.090
170 O -30.726 -8.998 27.370  C169 1.397, C171 1.432
171 C -30.683 -9.395 25.995  O170 1.432, C172 1.496, H181 1.097, H182 1.118
172 C -31.893 -8.843 25.309  C171 1.496, N173 1.460, H183 1.096, H184 1.084
173 N -32.065 -7.402 25.473  C172 1.460, C174 1.441, H185 0.999
174 C -33.362 -6.983 25.005  N173 1.441, C175 1.551, H186 1.074, H187 1.108
175 C -33.315 -7.087 23.458  C174 1.551, O176 1.374, H188 1.117, H189 1.131
176 O -34.370 -6.388 22.923  C175 1.374, C177 1.395
177 C -34.398 -6.308 21.531  O176 1.395, H190 1.109, H191 1.091, H192 1.086
178 H -29.931 -9.354 29.156  C169 1.083
179 H -28.767 -9.562 27.803  C169 1.106
180 H -30.092 -10.758 28.008  C169 1.090
181 H -30.668 -10.478 25.822  C171 1.097
182 H -29.694 -9.051 25.605  C171 1.118
183 H -32.843 -9.342 25.532  C172 1.096
184 H -31.755 -9.071 24.258  C172 1.084
185 H -32.035 -7.247 26.460  N173 0.999
186 H -33.640 -5.965 25.207  C174 1.074
187 H -34.148 -7.703 25.305  C174 1.108
188 H -33.429 -8.174 23.225  C175 1.117
189 H -32.306 -6.763 23.062  C175 1.131
190 H -34.374 -7.330 21.100  C177 1.109
191 H -33.509 -5.788 21.173  C177 1.091
192 H -35.311 -5.780 21.273  C177 1.086
193 C -29.914 -5.218 22.450  O194 1.381, H202 1.099, H203 1.104, H204 1.099
194 O -28.604 -5.630 22.591  C193 1.381, C195 1.428
195 C -27.817 -4.718 23.359  O194 1.428, C196 1.565, H205 1.102, H206 1.113
196 C -26.536 -5.367 23.981  C195 1.565, N197 1.440, H207 1.072, H208 1.089
197 N -26.902 -6.215 25.084  C196 1.440, C198 1.414, H209 1.023
198 C -25.880 -6.697 25.935  N197 1.414, C199 1.476, H210 1.092, H211 1.112
199 C -26.369 -7.230 27.221  C198 1.476, O200 1.402, H212 1.122, H213 1.099
200 O -25.378 -7.973 27.878  C199 1.402, C201 1.432
201 C -24.544 -7.209 28.757  O200 1.432, H214 1.092, H215 1.070, H216 1.103
202 H -29.982 -4.247 21.941  C193 1.099
203 H -30.438 -5.192 23.421  C193 1.104
204 H -30.507 -5.893 21.817  C193 1.099
205 H -28.460 -4.226 24.108  C195 1.102
206 H -27.530 -3.900 22.662  C195 1.113
207 H -25.809 -4.618 24.227  C196 1.072
208 H -26.086 -5.915 23.154  C196 1.089
209 H -27.814 -6.679 25.071  N197 1.023
210 H -25.144 -5.904 26.075  C198 1.092
211 H -25.270 -7.459 25.402  C198 1.112
212 H -27.187 -7.972 27.024  C199 1.122
213 H -26.747 -6.408 27.845  C199 1.099
214 H -24.098 -7.767 29.582  C201 1.092
215 H -25.047 -6.379 29.207  C201 1.070
216 H -23.699 -6.808 28.173  C201 1.103
217 C -29.084 -8.858 22.339  O218 1.402, H226 1.111, H227 1.123, H228 1.122
218 O -28.624 -9.924 21.553  C217 1.402, C219 1.380
219 C -27.931 -9.572 20.413  O218 1.380, C220 1.539, H229 1.125, H230 1.079
220 C -26.502 -9.050 20.643  C219 1.539, N221 1.440, H231 1.091, H232 1.115
221 N -26.460 -7.611 20.652  C220 1.440, C222 1.465, H233 1.016
222 C -25.096 -7.086 20.551  N221 1.465, C223 1.501, H234 1.047, H235 1.143
223 C -25.101 -5.593 20.398  C222 1.501, O224 1.448, H236 1.083, H237 1.105
224 O -23.797 -4.976 20.274  C223 1.448, C225 1.419
225 C -23.077 -5.469 19.155  O224 1.419, H238 1.120, H239 1.087, H240 1.118
226 H -28.303 -8.348 22.943  C217 1.111
227 H -29.858 -9.225 23.065  C217 1.123
228 H -29.611 -8.116 21.684  C217 1.122
229 H -28.506 -8.788 19.846  C219 1.125
230 H -27.849 -10.482 19.839  C219 1.079
231 H -25.825 -9.353 19.843  C220 1.091
232 H -26.147 -9.564 21.566  C220 1.115
233 H -26.882 -7.268 21.511  N221 1.016
234 H -24.572 -7.558 19.778  C222 1.047
235 H -24.480 -7.344 21.478  C222 1.143
236 H -25.513 -5.076 21.256  C223 1.083
237 H -25.788 -5.339 19.570  C223 1.105
238 H -22.302 -4.704 18.897  C225 1.120
239 H -23.673 -5.633 18.261  C225 1.087
240 H -22.529 -6.384 19.490  C225 1.118
241 C -22.047 -1.283 24.126  C242 1.571, H252 1.076, H253 1.074, H254 1.085
242 C -21.376 -2.201 23.043  C241 1.571, C243 1.529, N247 1.473, C251 1.535
243 C -19.906 -2.445 23.386  C242 1.529, C244 1.494, H255 1.092, H256 1.079
244 C -19.772 -3.397 24.531  C243 1.494, C245 1.495, H257 1.107, H258 1.109
245 C -20.448 -4.679 24.163  C244 1.495, C246 1.510, H259 1.078, H260 1.099
246 C -21.926 -4.534 23.891  C245 1.510, N247 1.485, C249 1.512, C250 1.518
247 N -22.023 -3.506 22.823  C242 1.473, C246 1.485, O248 1.401
248 O -23.355 -3.259 22.464  N247 1.401, H270 0.958
249 C -22.404 -5.868 23.365  C246 1.512, H261 1.116, H262 1.094, H263 1.114
250 C -22.727 -4.145 25.120  C246 1.518, H264 1.101, H265 1.112, H266 1.108
251 C -21.371 -1.525 21.666  C242 1.535, H267 1.071, H268 1.077, H269 1.076
252 H -21.766 -1.565 25.127  C241 1.076
253 H -23.116 -1.202 24.078  C241 1.074
254 H -21.597 -0.307 23.980  C241 1.085
255 H -19.409 -2.863 22.508  C243 1.092
256 H -19.407 -1.506 23.575  C243 1.079
257 H -20.231 -2.928 25.422  C244 1.107
258 H -18.709 -3.625 24.752  C244 1.109
259 H -20.356 -5.371 24.983  C245 1.078
260 H -20.025 -5.206 23.296  C245 1.099
261 H -23.510 -5.767 23.250  C249 1.116
262 H -22.026 -6.110 22.368  C249 1.094
263 H -22.237 -6.768 24.000  C249 1.114
264 H -22.550 -5.002 25.790  C250 1.101
265 H -22.241 -3.258 25.583  C250 1.112
266 H -23.823 -4.031 25.005  C250 1.108
267 H -22.364 -1.407 21.282  C251 1.071
268 H -20.776 -2.155 21.026  C251 1.077
269 H -20.846 -0.589 21.599  C251 1.076
270 H -23.317 -3.500 21.538  O248 0.958
271 C -22.664 -11.786 17.632  C272 1.524, H282 1.103, H283 1.096, H284 1.077
272 C -23.270 -11.548 19.010  C271 1.524, C273 1.584, N277 1.504, C281 1.498
273 C -22.689 -12.647 19.992  C272 1.584, C274 1.521, H285 1.111, H286 1.093
274 C -21.224 -12.521 20.378  C273 1.521, C275 1.544, H287 1.094, H288 1.117
275 C -21.118 -11.116 21.009  C274 1.544, C276 1.504, H289 1.138, H290 1.103
276 C -21.489 -10.060 20.003  C275 1.504, N277 1.498, C279 1.560, C280 1.534
277 N -22.931 -10.222 19.632  C272 1.504, C276 1.498, O278 1.418
278 O -23.329 -9.146 18.798  N277 1.418, H300 0.984
279 C -21.442 -8.705 20.773  C276 1.560, H291 1.107, H292 1.085, H293 1.075
280 C -20.424 -9.910 18.909  C276 1.534, H294 1.083, H295 1.096, H296 1.108
281 C -24.765 -11.614 19.088  C272 1.498, H297 1.097, H298 1.068, H299 1.116
282 H -23.135 -11.160 16.856  C271 1.103
283 H -22.836 -12.847 17.420  C271 1.096
284 H -21.595 -11.658 17.590  C271 1.077
285 H -23.272 -12.739 20.933  C273 1.111
286 H -22.798 -13.624 19.514  C273 1.093
287 H -20.485 -12.631 19.579  C274 1.094
288 H -20.928 -13.358 21.056  C274 1.117
289 H -20.045 -10.893 21.316  C275 1.138
290 H -21.693 -11.028 21.945  C275 1.103
291 H -22.341 -8.620 21.415  C279 1.107
292 H -20.522 -8.676 21.348  C279 1.085
293 H -21.478 -7.902 20.059  C279 1.075
294 H -20.116 -10.902 18.604  C280 1.083
295 H -20.661 -9.281 18.043  C280 1.096
296 H -19.495 -9.515 19.364  C280 1.108
297 H -25.341 -10.868 18.526  C281 1.097
298 H -24.970 -11.424 20.118  C281 1.068
299 H -25.155 -12.635 18.860  C281 1.116
300 H -22.876 -9.141 17.925  O278 0.984
301 C -29.679 -7.398 17.747  C302 1.547, H312 1.108, H313 1.104, H314 1.098
302 C -31.215 -7.244 17.829  C301 1.547, C303 1.537, N307 1.471, C311 1.549
303 C -31.653 -5.811 17.484  C302 1.537, C304 1.515, H315 1.112, H316 1.092
304 C -33.140 -5.618 17.265  C303 1.515, C305 1.561, H317 1.093, H318 1.111
305 C -33.613 -6.593 16.142  C304 1.561, C306 1.540, H319 1.095, H320 1.090
306 C -33.172 -8.035 16.458  C305 1.540, N307 1.503, C309 1.549, C310 1.537
307 N -31.692 -8.080 16.716  C302 1.471, C306 1.503, O308 1.433
308 O -31.361 -9.468 16.858  N307 1.433, H330 0.951
309 C -33.940 -8.725 17.613  C306 1.549, H321 1.109, H322 1.121, H323 1.085
310 C -33.415 -8.851 15.179  C306 1.537, H324 1.065, H325 1.094, H326 1.079
311 C -31.621 -7.787 19.221  C302 1.549, H327 1.100, H328 1.148, H329 1.077
312 H -29.328 -7.098 16.740  C301 1.108
313 H -29.506 -8.486 17.831  C301 1.104
314 H -29.065 -6.860 18.480  C301 1.098
315 H -31.344 -5.134 18.309  C303 1.112
316 H -31.025 -5.441 16.672  C303 1.092
317 H -33.393 -4.616 16.909  C304 1.093
318 H -33.714 -5.655 18.215  C304 1.111
319 H -33.059 -6.365 15.225  C305 1.095
320 H -34.670 -6.418 15.940  C305 1.090
321 H -34.987 -8.969 17.339  C309 1.109
322 H -33.322 -9.607 17.924  C309 1.121
323 H -34.063 -8.009 18.419  C309 1.085
324 H -32.658 -8.613 14.470  C310 1.065
325 H -33.511 -9.916 15.412  C310 1.094
326 H -34.365 -8.615 14.726  C310 1.079
327 H -32.624 -7.457 19.530  C311 1.100
328 H -30.980 -7.241 20.002  C311 1.148
329 H -31.516 -8.851 19.348  C311 1.077
330 H -30.746 -9.526 16.135  O308 0.951